Entry i
9
Properties=species:S:1:pos:R:3 method="wB97M-V/def2-TZVPD" gap_ev="7.53 / 7.11" lumo_ev="-1.55 / -1.93"
S 1.60081 -1.62399 0.10122
O 0.94864 1.73345 -0.74041
H -1.81227 0.48077 -0.51136
C -1.79272 -0.61035 -0.17213
H -1.99564 -0.94431 0.84898
H -1.21495 -1.25988 -0.81523
O 2.00440 1.43245 1.05678
N 1.32678 1.04861 0.16879
C 0.93494 -0.25674 0.06336


Entry ii
9
Properties=species:S:1:pos:R:3 method="wB97M-V/def2-TZVPD" gap_ev=8.06 lumo_ev=-0.40
S -1.57851 -3.16647 -0.14282
C -1.94709 -1.66705 -0.10528
O -0.49817 0.36731 -1.43740
H -2.83512 -1.26526 0.41578
H 0.91679 1.62892 0.16926
C -0.80438 -0.10182 -0.40408
O -0.54664 0.12358 0.81689
N 0.49453 1.23955 1.06470
H 1.07328 0.93948 1.85262


Entry iii
9
Properties=species:S:1:pos:R:3 method="wB97M-V/def2-TZVPD" gap_ev=8.36 lumo_ev=-0.77
N 0.17207 -1.08526 -0.10780
C -0.91400 -0.48221 -0.45484
H -1.83504 -0.81240 -0.01074
H -0.89971 0.27505 -1.21290
C 0.57673 1.81899 0.71687
S 1.70771 1.12175 -0.03078
O 0.30109 -1.98686 0.70504
O 1.31920 -0.57767 -0.66224
H -0.42807 1.72861 1.05740


Entry iv
9
Properties=species:S:1:pos:R:3 method="wB97M-V/def2-TZVPD" gap_ev="6.71 / 6.71" lumo_ev="-0.09 / -0.09"
O -1.13544 0.92371 -0.27317
H 1.28567 -1.29656 0.85780
S -2.82063 0.07473 -0.32541
C -0.05783 0.43517 0.05901
N 1.16833 0.86254 0.39874
H 1.55362 -0.82692 -0.84501
O -2.76947 -1.38228 -0.00765
C 1.01962 -0.54073 0.07001
H 1.75613 1.75034 0.06568


Pick entry ii: it beats the second-best structure by 0.0156 hartree.


Entry i
9
Properties=species:S:1:pos:R:3 method="wB97M-V/def2-TZVPD" gap_ev=9.34 lumo_ev=-0.16
N 0.75217 -0.54879 -0.00273
H 2.50232 -1.62041 0.78880
C -0.31472 0.08640 0.24856
S 2.07016 -0.04955 1.12785
H -3.03989 1.37200 -0.95937
C -1.29574 0.03962 -0.74107
H -0.35269 0.82417 1.11700
O -2.26273 0.85824 -0.20275
O -1.21662 -0.44543 -1.79948


Entry ii
9
Properties=species:S:1:pos:R:3 method="wB97M-V/def2-TZVPD" gap_ev=8.79 lumo_ev=-0.10
C -1.03616 0.97614 1.65374
H 1.41239 0.83242 -1.35041
H 1.24467 -1.32278 0.03454
C 0.56154 0.05265 -1.44474
S 0.23445 -1.37974 -0.77904
O -1.04921 2.09831 1.95619
N -0.63417 -0.14011 1.49584
H 0.18566 0.12716 -2.37109
O -0.91917 -1.24405 0.80496


Entry iii
9
Properties=species:S:1:pos:R:3 method="wB97M-V/def2-TZVPD" gap_ev="7.39 / 7.98" lumo_ev="-0.38 / 0.26"
H 0.68017 0.96228 0.78258
H 2.29929 -1.31319 0.07214
O 2.24653 -0.45734 0.57208
S -0.36731 -2.28739 -0.01526
O -1.37524 2.12781 -0.29496
H -2.56356 0.55959 -1.20905
C -0.05953 -0.72719 0.21964
C -1.79170 1.06253 -0.54649
N 0.93134 0.07289 0.41932


Entry iv
9
Properties=species:S:1:pos:R:3 method="wB97M-V/def2-TZVPD" gap_ev=9.07 lumo_ev=-0.10
C 2.18039 -0.56315 0.31858
C -0.08963 0.83686 0.82831
H -0.14430 1.50205 1.66423
O 2.10770 0.07410 -0.64526
N -1.52561 -0.43293 -0.92987
H -2.37061 -0.59088 -1.56051
H -0.71577 -0.12463 -1.55723
O 2.22193 -1.16762 1.30923
S -1.66410 0.46620 0.57254


Pick entry iv: it beats the second-best structure by 0.0371 hartree.


Entry i
6
Properties=species:S:1:pos:R:3 method="wB97M-V/def2-TZVPD" gap_ev="7.91 / 6.75" lumo_ev="-0.40 / -0.72"
H -0.33390 0.61848 -0.55315
O -3.84289 0.53944 -0.63260
C -0.34268 -0.09008 0.17344
P -3.08449 0.32678 0.54106
Cl -1.51820 -1.39032 -0.11239
H 0.58357 -0.46255 0.82114


Entry ii
6
Properties=species:S:1:pos:R:3 method="wB97M-V/def2-TZVPD" gap_ev=9.10 lumo_ev=-0.63
O 1.70832 0.58079 -0.12786
P -0.53432 -1.02389 0.38170
H 0.20153 0.29565 -1.52754
H -0.22307 -0.52379 1.73740
C 0.76580 0.00808 -0.54674
Cl -1.91825 0.66315 0.08304


Pick entry ii: it beats the second-best structure by 0.0846 hartree.


Entry i
30
Properties=species:S:1:pos:R:3 method="wB97M-V/def2-TZVPD" charge=+1 gap_ev=8.39 lumo_ev=-3.74
H 4.55102 -0.24413 -1.19349
C -0.73275 1.90458 -1.75163
C 0.42839 0.30710 -0.28415
C -1.58094 1.63363 0.44265
H -1.27257 1.09643 -2.19926
H 2.59397 -2.86742 -0.48349
H -2.77572 -1.52054 2.68030
H -1.58415 -0.47990 3.03576
I -4.38850 -0.35554 -0.37016
H -1.25129 2.93526 -1.89177
N -2.21807 2.39305 1.07906
H 2.23452 1.30991 0.08914
N -2.30103 -0.61241 2.29564
C -0.17679 -1.00505 -0.40906
H 4.48297 -1.65858 -0.13887
C 4.04969 -0.57787 -0.24604
C 2.60502 -0.78672 -0.24231
H 0.12763 -3.11895 -0.31234
C -2.31486 -0.14100 -0.02290
N -1.53729 -1.10644 -0.43096
H 4.37241 0.07210 0.55401
H -1.82367 -2.10605 -0.70104
C 1.79280 0.32810 -0.28882
H -3.06281 0.11573 2.55807
H -3.04825 2.57399 1.53417
C -0.35686 1.58421 -0.34396
C 1.97109 -1.98311 -0.33882
H 0.26989 2.40842 -0.02247
C 0.59370 -2.15361 -0.39292
H 0.35249 2.05482 -2.20434


Entry ii
30
Properties=species:S:1:pos:R:3 method="wB97M-V/def2-TZVPD" charge=+1 gap_ev=7.40 lumo_ev=-3.90
H 0.20246 2.83041 -1.83450
C -1.38086 -1.32234 -0.12073
C 0.62095 2.16951 -1.09053
H -3.71852 -0.45023 -2.17955
H 1.41286 -2.35710 1.13497
N -2.90738 -1.00165 -1.92136
C 0.39777 -2.10893 1.43756
H 3.93578 1.28356 1.91023
H 4.39930 2.22113 0.48482
C -0.19541 -1.12234 0.49057
H -2.84220 -2.34123 0.93598
H -2.40779 -1.24911 -2.77319
N -1.19163 0.63317 -1.45365
C 3.60974 2.05116 1.21465
C -2.03465 -0.34147 -0.99109
I -3.73006 0.62441 0.57760
C 1.69458 0.47812 0.82565
H 0.44769 -1.67077 2.43347
H -1.82917 -3.36834 0.06549
H 2.28838 3.42839 -0.68696
N -2.28825 -2.45492 0.07575
H -0.17775 -3.02784 1.50254
H 3.46708 2.98050 1.76372
C 2.34414 1.66086 0.52570
C 0.50414 0.11107 0.18887
H -2.92973 -2.29377 -0.77326
H 2.11461 -0.17005 1.57734
C 1.79094 2.50179 -0.44556
C -0.03572 0.98266 -0.77853
H -1.56129 1.32336 -2.09600


Pick entry ii: it beats the second-best structure by 0.1481 hartree.


Entry i
15
Properties=species:S:1:pos:R:3 method="wB97M-V/def2-TZVPD" gap_ev=10.79 lumo_ev=0.59
C -1.49376 0.48535 0.90730
H 5.86110 -4.29480 -0.65140
H 4.68405 -5.19980 -1.27637
C -1.57635 0.15158 -0.62596
O -0.30767 2.39536 1.80546
O 5.09329 -4.33467 -1.24249
H -1.08094 -0.80895 -0.65657
O -0.80417 0.97160 -1.53720
H -2.60374 0.26213 -0.99876
H -0.45822 0.11271 1.07827
H -0.26636 3.40158 1.62323
H -2.40416 0.18555 1.45059
C -1.39598 2.09839 1.08405
O -2.06791 2.74268 0.30872
H -1.17918 1.83126 -1.26886


Entry ii
15
Properties=species:S:1:pos:R:3 method="wB97M-V/def2-TZVPD" gap_ev=10.48 lumo_ev=0.45
C 0.97409 -0.40251 -0.01510
H 0.81127 2.25728 -0.94462
O -0.97416 -1.75451 -0.26244
H 2.09192 2.00616 0.26205
H 0.19504 -1.40844 1.60299
O 0.42329 0.75934 0.48221
O -2.75490 0.79913 -0.17647
C 0.97947 2.01797 0.07553
H -1.45194 -0.92228 -0.00097
O 1.93874 -0.39367 -0.69528
H 0.74429 -2.60361 0.46701
H 0.58281 2.73435 0.76742
H -2.42702 1.08162 -1.00960
C 0.21593 -1.61148 0.54304
H -2.62707 1.54878 0.45067


Pick entry ii: it beats the second-best structure by 0.0138 hartree.


Entry i
10
Properties=species:S:1:pos:R:3 method="wB97M-V/def2-TZVPD" gap_ev=10.88 lumo_ev=1.33
N 1.43738 -3.11124 2.96104
H -1.95495 2.30810 -2.93957
N -0.80384 4.20112 -3.00572
H 0.29370 -4.98738 2.96723
C -1.06297 2.95601 -3.25477
H -0.30012 2.42853 -3.85035
H -0.18421 -3.43987 3.98692
H -1.35614 4.91808 -2.51254
H 2.26949 -3.33459 2.48311
C 0.52921 -3.87636 3.28443


Entry ii
10
Properties=species:S:1:pos:R:3 method="wB97M-V/def2-TZVPD" gap_ev=8.59 lumo_ev=0.21
N 0.27134 -0.11238 0.41773
H 0.78723 2.38364 1.32529
H -0.62642 0.31055 2.56212
H -1.41443 1.42718 0.14768
H 0.85299 -1.81992 -1.20015
C 0.01959 -1.12656 -1.61814
C -0.28985 1.03279 1.10798
N -0.35706 -0.22036 -0.81699
H 1.14109 -0.49792 0.65479
H -0.38448 -1.37702 -2.58029


Pick entry i: it beats the second-best structure by 0.2158 hartree.